{
  "formula": "C5H9N4O2S",
  "method": "ωB97M-V with the def2-TZVPD basis set",
  "symbols": ["C", "S", "C", "N", "N", "C", "N", "C", "C", "N", "O", "O", "H", "H", "H", "H", "H", "H", "H", "H", "H"],
  "positions_angstrom": [[-2.6545, -0.5463, 0.5366], [-1.2680, -1.6723, 0.0888], [0.3108, -0.6833, -0.3477], [0.7542, -1.2966, -1.6642], [1.3305, -1.1039, 0.6071], [1.9401, -0.2727, 1.4536], [1.6049, 1.0453, 1.4651], [0.8014, 1.6037, 0.4599], [0.1349, 0.7992, -0.3762], [-0.6492, 1.4282, -1.3957], [-0.6596, 2.6449, -1.3996], [-1.2009, 0.6663, -2.1707], [-3.2575, -1.0640, 1.1699], [-3.2384, -0.2671, -0.2753], [-2.1886, 0.4052, 0.8878], [0.9686, -2.2833, -1.6194], [0.0603, -1.1761, -2.3890], [1.8164, -1.9740, 0.4791], [2.5986, -0.7627, 2.0414], [1.9559, 1.8372, 1.9433], [0.8403, 2.6724, 0.5052]],
  "lowdin_charge": [-0.3316, 0.9058, -0.6149, 0.0554, 0.1212, 0.0467, 0.1376, 0.0606, -0.1207, -0.3324, 0.1241, 0.1103, -0.0008, 0.0151, 0.0570, 0.0766, 0.0694, 0.1682, 0.1372, 0.1608, 0.1543],
  "spin_multiplicity": 1,
  "total_charge": 1,
  "homo_lumo_gap_ev": 7.041,
  "largest_force_ev_per_a": 4.76,
  "e_homo_ev": -12.42,
  "e_tot_ev": -26210.3842,
  "smiles": "CS[C@]1(N)[NH+]=CNC=C1[N+](=O)[O-]"
}


{
  "formula": "C5H8N",
  "method": "ωB97M-V with the def2-TZVPD basis set",
  "symbols": ["C", "C", "C", "C", "C", "N", "H", "H", "H", "H", "H", "H", "H", "H"],
  "positions_angstrom": [[1.2546, -0.4557, 0.3353], [0.0950, -1.3394, 0.2335], [2.1159, 0.4172, -0.2519], [-0.4467, 0.0553, -0.3182], [-1.8114, 0.5551, 0.1822], [0.7167, 0.8192, 0.2404], [0.0030, -2.1690, -0.3827], [-0.4380, -1.4119, 1.2142], [2.8670, 0.9224, 0.3481], [2.3367, 0.5007, -1.2649], [-0.4033, 0.0636, -1.3842], [-2.3370, -0.2884, 0.7802], [-2.2992, 1.0966, -0.7420], [-1.6531, 1.2342, 1.0101]],
  "lowdin_charge": [-0.0468, 0.0616, 0.0804, -0.2866, -0.0152, 0.1789, 0.1129, 0.1617, 0.1521, 0.1195, 0.1468, 0.1207, 0.1376, 0.0765],
  "spin_multiplicity": 1,
  "total_charge": 1,
  "homo_lumo_gap_ev": 10.193,
  "largest_force_ev_per_a": 3.02,
  "e_homo_ev": -16.14,
  "e_tot_ev": -6792.8500
}


{
  "formula": "CH2IO2P",
  "method": "ωB97M-V with the def2-TZVPD basis set",
  "symbols": ["C", "O", "O", "P", "I", "H", "H"],
  "positions_angstrom": [[-0.2127, 0.2718, 0.8394], [-0.5878, -0.9194, 0.1460], [-0.3377, 1.2803, -0.0392], [-0.5621, -0.4639, -1.4226], [1.6866, -0.7952, -2.2412], [-0.8256, 0.5614, 1.6392], [0.8393, 0.0650, 1.0785]],
  "lowdin_charge": [-0.5014, -0.4643, -0.2658, 0.6435, 0.3757, 0.1033, 0.1090],
  "spin_multiplicity": 1,
  "total_charge": 0,
  "homo_lumo_gap_ev": 7.847,
  "largest_force_ev_per_a": 4.24,
  "e_homo_ev": -9.55,
  "e_tot_ev": -22552.2548
}


{
  "formula": "C7H6NO6Pd",
  "method": "ωB97M-V with the def2-TZVPD basis set",
  "symbols": ["O", "C", "Pd", "O", "C", "C", "O", "C", "O", "C", "O", "H", "C", "C", "N", "O", "H", "H", "H", "H", "H"],
  "positions_angstrom": [[-5.9988, -1.4942, -2.2520], [-4.9959, -1.2100, -1.8337], [-0.7593, 0.3583, 0.3272], [0.5744, -1.5401, -1.9777], [0.2027, -0.9059, -1.0674], [2.4791, 1.6327, 1.3686], [2.6263, 2.5972, 1.9355], [-1.0722, -0.6021, 1.8234], [-1.4955, -1.1254, 2.7586], [-1.5695, 1.8716, -0.1987], [-2.2633, 2.7821, -0.5513], [-1.7106, -0.4311, -0.4375], [3.5198, 0.8885, -1.1136], [4.0374, 0.5662, 0.1971], [5.2920, 0.0318, 0.3798], [3.3296, 0.5161, 1.3459], [4.6685, 1.0558, -1.7731], [3.0377, 1.8846, -1.0521], [2.9424, 0.1024, -1.5951], [5.6482, -0.2746, 1.3311], [5.9228, 0.2253, -0.3720]],
  "mulliken_spin": [-0.0743, 1.0673, 1.3689, 0.0508, 0.1107, 0.5680, 0.2300, 0.0389, 0.0558, -0.1524, 0.2075, 0.3473, 0.0416, -0.0207, 0.0016, 0.1828, 0.0009, -0.0138, -0.0117, -0.0022, 0.0031],
  "spin_multiplicity": 5,
  "total_charge": 3,
  "s2": 6.03,
  "homo_lumo_gap_ev": [5.865, 2.679],
  "largest_force_ev_per_a": 14.08,
  "e_homo_ev": [-18.63, -21.80],
  "e_tot_ev": -24566.2210
}


{
  "formula": "C6H16N4OSi",
  "method": "ωB97M-V with the def2-TZVPD basis set",
  "symbols": ["C", "C", "C", "C", "C", "C", "N", "N", "N", "N", "O", "Si", "H", "H", "H", "H", "H", "H", "H", "H", "H", "H", "H", "H", "H", "H", "H", "H"],
  "positions_angstrom": [[2.8541, -1.7074, 0.5061], [3.2919, 0.4607, -0.5466], [1.4119, 0.1449, 1.0585], [-2.9482, 1.1733, 1.5778], [-3.3031, -1.4565, 0.0346], [-2.5961, 0.4838, -1.7448], [2.1054, 0.8940, -0.0277], [1.8280, -1.1301, 1.2219], [3.6969, -0.8210, -0.2316], [3.9630, 1.2968, -1.3754], [-0.5702, 0.0520, 0.0487], [-2.0714, 0.1663, 0.0809], [3.0147, -2.7770, 0.5457], [0.8506, 0.7267, 1.7002], [-3.3042, 0.6811, 2.5021], [-2.2880, 2.0125, 1.8958], [-3.8577, 1.7087, 1.3994], [-3.8393, -1.7808, 0.8874], [-4.0007, -1.3253, -0.8191], [-2.5501, -2.2357, -0.1615], [-2.2240, -0.4463, -2.2378], [-3.6489, 0.7309, -1.7042], [-2.0117, 1.3065, -2.0492], [1.6776, 1.7676, -0.5459], [1.5729, -1.7773, 2.0060], [4.3941, -1.3766, -0.6924], [3.7667, 2.3298, -1.4240], [4.7860, 0.8982, -1.9048]],
  "lowdin_charge": [0.0092, -0.2879, 0.0397, -0.1479, -0.0235, -0.0808, 0.1557, 0.1261, 0.1656, 0.2244, -0.2873, 0.4250, 0.1573, 0.1282, 0.0408, 0.0289, 0.0159, 0.0400, 0.0642, 0.0600, 0.0778, 0.0573, 0.0259, 0.2377, 0.2183, 0.1719, 0.1781, 0.1792],
  "spin_multiplicity": 1,
  "total_charge": 2,
  "homo_lumo_gap_ev": [7.959, 5.923],
  "largest_force_ev_per_a": 5.36,
  "e_homo_ev": [-16.21, -15.28],
  "e_tot_ev": -22347.2039
}


{
  "formula": "C36H50F6MnN4O3P2SSe2",
  "method": "ωB97M-V with the def2-TZVPD basis set",
  "symbols": ["Mn", "Se", "P", "Se", "C", "C", "C", "C", "C", "C", "C", "C", "C", "C", "C", "C", "H", "H", "H", "H", "H", "H", "H", "H", "H", "H", "N", "C", "O", "C", "C", "N", "C", "N", "H", "H", "C", "C", "C", "C", "P", "N", "C", "C", "C", "C", "C", "C", "C", "C", "H", "H", "H", "H", "H", "H", "H", "H", "H", "H", "H", "H", "H", "H", "H", "H", "H", "H", "H", "H", "H", "H", "H", "H", "H", "H", "H", "O", "S", "C", "C", "C", "C", "H", "H", "H", "H", "H", "H", "H", "H", "C", "C", "O", "C", "F", "F", "F", "C", "F", "F", "F", "H", "H", "H"],
  "positions_angstrom": [[0.8681, 0.6915, -0.4134], [-0.8741, 2.4836, 1.0982], [-1.5565, 2.9968, -0.8555], [-0.1686, 2.4770, -2.4068], [-3.1789, 2.2024, -1.0846], [-3.2972, 1.0634, -1.8645], [-4.5140, 0.3969, -1.9478], [-5.6153, 0.8712, -1.2525], [-5.4970, 2.0097, -0.4604], [-4.2816, 2.6666, -0.3680], [-1.9617, 4.7706, -0.9940], [-1.2108, 5.6930, -0.2748], [-1.4301, 7.0521, -0.4501], [-2.4082, 7.4948, -1.3297], [-3.1620, 6.5749, -2.0475], [-2.9335, 5.2167, -1.8865], [-2.4144, 0.6968, -2.3743], [-4.5939, -0.5015, -2.5489], [-6.5639, 0.3509, -1.3146], [-6.3517, 2.3764, 0.0955], [-4.1763, 3.5344, 0.2726], [-0.4463, 5.3357, 0.4049], [-0.8261, 7.7642, 0.0979], [-2.5785, 8.5567, -1.4638], [-3.9211, 6.9166, -2.7416], [-3.5078, 4.4973, -2.4589], [3.0363, 1.0928, 2.0963], [2.9497, 2.2011, 1.3142], [2.3585, 2.1349, 0.2148], [3.5627, 3.4096, 1.7888], [4.2162, 3.4312, 3.0348], [4.7387, 3.4475, 4.0711], [3.4671, 4.6172, 1.0649], [3.4104, 5.6354, 0.5172], [3.3132, 1.2093, 3.0563], [2.3787, 0.3413, 1.8596], [2.3050, -3.3046, 1.1231], [1.5153, -3.0622, 2.4242], [2.5174, -2.4043, 3.3850], [1.1003, -4.4144, 3.0119], [0.1541, -1.7670, 2.0146], [0.7540, -0.6870, 1.1170], [-0.5485, -1.1308, 3.6779], [-0.6803, -2.1474, 4.8168], [-1.9286, -0.5019, 3.4396], [0.3360, 0.0327, 4.1420], [-1.2921, -2.7296, 1.1991], [-2.1405, -3.6534, 2.0803], [-0.6938, -3.5842, 0.0737], [-2.2138, -1.6982, 0.5254], [3.3082, -3.6652, 1.3757], [2.3996, -2.3736, 0.5610], [1.8400, -4.0550, 0.4860], [3.3864, -3.0637, 3.4854], [2.1149, -2.2446, 4.3836], [2.8707, -1.4525, 2.9863], [2.0054, -4.9893, 3.2442], [0.5196, -5.0075, 2.3057], [0.5260, -4.3247, 3.9336], [-1.2898, -3.0093, 4.5438], [-1.1689, -1.6553, 5.6662], [0.2843, -2.5111, 5.1684], [-2.7142, -1.2433, 3.3002], [-1.9196, 0.1697, 2.5807], [-2.1940, 0.0903, 4.3224], [1.3539, -0.2652, 4.3836], [-0.1060, 0.4733, 5.0426], [0.3811, 0.7994, 3.3707], [-1.5496, -4.4217, 2.5795], [-2.8723, -4.1651, 1.4424], [-2.7030, -3.1113, 2.8386], [-0.1986, -4.4782, 0.4511], [0.0183, -3.0028, -0.5088], [-1.5032, -3.9130, -0.5888], [-2.9196, -1.2493, 1.2215], [-2.7976, -2.1968, -0.2578], [-1.6363, -0.9023, 0.0570], [-0.4138, -0.7672, -1.8098], [0.2617, -1.6530, -2.8105], [-1.1732, -2.4268, -3.6740], [-1.3685, -1.7572, -5.0385], [-0.7014, -0.3856, -4.9569], [0.6231, -0.6285, -4.2593], [-1.9973, -2.2352, -2.9865], [-1.0137, -3.5034, -3.7375], [-2.4257, -1.6933, -5.3043], [-0.8747, -2.3516, -5.8135], [-1.2919, 0.3027, -4.3511], [-0.5652, 0.0740, -5.9377], [1.1299, 0.2549, -3.8790], [1.3134, -1.2031, -4.8846], [3.7807, -1.7798, -2.9231], [3.5917, -0.4404, -2.1791], [2.3173, -0.2512, -1.8065], [4.0547, 0.7040, -3.1239], [3.7506, 1.9130, -2.6758], [5.3908, 0.6870, -3.3771], [3.4602, 0.5785, -4.3432], [4.5780, -0.4724, -0.9660], [4.0745, -1.2283, 0.0166], [5.7830, -1.0367, -1.2852], [4.8611, 0.7300, -0.4656], [3.0585, -1.8237, -3.7356], [3.5597, -2.5848, -2.2216], [4.7860, -1.9109, -3.3246]],
  "mulliken_spin": [4.7429, 0.0543, 0.0281, 0.0391, -0.0300, 0.0279, 0.0034, -0.0002, 0.0019, -0.0003, -0.0027, 0.0050, 0.0014, 0.0014, 0.0005, 0.0043, -0.0135, 0.0000, 0.0000, 0.0001, -0.0007, -0.0010, 0.0000, 0.0001, 0.0000, -0.0008, 0.0049, -0.0329, 0.0626, 0.0065, -0.0020, 0.0010, 0.0038, 0.0007, 0.0007, 0.0533, 0.0117, 0.0064, -0.0001, -0.0029, 0.1243, -0.1824, 0.0035, -0.0005, -0.0070, 0.0003, 0.0195, -0.0016, 0.0053, -0.0422, -0.0003, 0.0099, 0.0013, 0.0005, -0.0009, -0.0047, -0.0003, -0.0002, 0.0005, 0.0008, -0.0007, 0.0000, 0.0000, 0.0014, -0.0005, 0.0008, 0.0002, 0.0032, 0.0003, -0.0006, 0.0001, -0.0001, -0.0019, -0.0004, 0.0022, -0.0002, 0.0642, 0.0174, -0.0099, 0.0051, 0.0004, 0.0003, 0.0092, 0.0005, 0.0003, 0.0003, 0.0000, 0.0015, -0.0007, -0.0003, 0.0000, 0.0033, 0.0279, -0.0401, 0.0135, 0.0031, 0.0004, 0.0007, 0.0012, -0.0016, 0.0001, -0.0008, -0.0005, -0.0001, 0.0000],
  "spin_multiplicity": 6,
  "total_charge": -2,
  "s2": 8.75,
  "homo_lumo_gap_ev": [5.783, 5.915],
  "largest_force_ev_per_a": 0.83,
  "e_homo_ev": [-2.10, -2.23],
  "e_tot_ev": -257984.0035
}


{
  "formula": "C6H12NO",
  "method": "ωB97M-V with the def2-TZVPD basis set",
  "symbols": ["C", "C", "C", "C", "C", "N", "C", "O", "H", "H", "H", "H", "H", "H", "H", "H", "H", "H", "H", "H"],
  "positions_angstrom": [[-1.6125, -2.0053, 2.1229], [-0.4332, -1.4429, 1.4001], [-0.5984, -0.8448, 0.1537], [0.6841, -0.3468, -0.5729], [0.9118, 1.2014, -0.3994], [-0.3558, 1.7235, -1.1170], [2.0737, 1.5679, -1.2406], [2.1110, 2.0831, -2.3443], [-1.4451, -2.9098, 2.6739], [-2.2498, -1.2585, 2.5673], [-2.5489, -2.3876, 1.5127], [0.5904, -1.5730, 1.8263], [-1.5365, -0.8313, -0.5307], [0.7159, -0.6516, -1.7530], [1.6507, -0.6611, -0.2381], [1.0223, 1.6006, 0.5815], [-0.5920, 1.1602, -1.9540], [-1.1940, 1.6486, -0.4240], [-0.2065, 2.6888, -1.5311], [3.0127, 1.2388, -0.7331]],
  "lowdin_charge": [-0.1143, -0.1143, -0.1178, -0.1678, -0.2298, 0.1850, -0.2250, 0.1020, 0.0672, 0.0704, 0.1237, 0.1286, 0.1376, 0.1854, 0.0980, 0.1580, 0.1637, 0.2061, 0.1888, 0.1545],
  "spin_multiplicity": 1,
  "total_charge": 1,
  "homo_lumo_gap_ev": 9.648,
  "largest_force_ev_per_a": 4.54,
  "e_homo_ev": -13.31,
  "e_tot_ev": -9944.9132,
  "smiles": "C/C=C/C[C@H]([NH3+])C=O"
}